A) ORCA calculation (the ωB97M-V functional and the def2-TZVPD basis) on a gas-phase ion, C4H10N2O (charge +1).

Values from the calculation:
HOMO (spin up / spin down) (eV): -14.3900 / -13.9984
Expectation value of S²: 0.7571
HOMO-LUMO gap (spin up / spin down) (Eh): 0.4102 / 0.1864
Lowest unoccupied orbital energy (spin up / spin down) (eV): -3.2 / -8.9

Structure (ORCA input):
```
! RIJCOSX wB97M-V def2-TZVPD def2/J DEFGRID3
* xyz 1 2
C 0.8560 0.3930 0.1634
N 0.7520 -0.3595 1.3837
C 1.5843 -1.4431 1.6601
O 2.6218 -1.6348 1.0966
C -0.2779 0.0956 -0.8930
C -1.6474 0.0059 -0.2486
N -0.1748 1.2688 -1.7083
H 1.8780 0.2709 -0.1982
H 0.8332 1.4449 0.4624
H -0.1840 -0.4207 1.7471
H 1.0537 -2.1322 2.3315
H -0.1059 -0.7713 -1.5271
H -2.1118 1.0002 -0.2040
H -2.4073 -0.5760 -0.7732
H -1.7846 -0.3610 0.7634
H -0.5824 2.1316 -1.3532
H -0.3030 1.0878 -2.7024
*
```

Results of the Löwdin charge analysis, in e, for atoms 1 through 2: atom 1 (C): -0.1110, atom 2 (N): 0.0610


B) ORCA calculation (the ωB97M-V functional and the def2-TZVPD basis) on a gas-phase ion, C4H10N2O (charge +1).

Values from the calculation:
HOMO (spin up / spin down) (eV): -14.5018 / -13.6965
Expectation value of S²: 0.7616
HOMO-LUMO gap (spin up / spin down) (Eh): 0.3950 / 0.1851
Lowest unoccupied orbital energy (spin up / spin down) (eV): -3.8 / -8.7

Structure (ORCA input):
```
! RIJCOSX wB97M-V def2-TZVPD def2/J DEFGRID3
* xyz 1 2
N 1.5197 -1.0886 0.9553
C 0.6340 -1.5256 -0.1397
C -0.7597 -0.8422 -0.0829
N -0.7187 0.5009 -0.5793
C -1.7068 1.3628 -0.0217
C 0.6299 1.0419 -0.6851
O -1.7676 -1.2381 0.4119
H 2.2934 -1.7597 0.9509
H 1.1868 -0.8342 1.8840
H 0.5419 -2.6056 0.0469
H 1.2922 -1.5535 -1.0143
H -1.6306 2.4257 -0.2508
H -2.6716 0.8892 -0.2132
H -1.5809 1.3424 1.0876
H 1.1343 0.7618 -1.6092
H 1.2535 1.0339 0.2202
H 0.3501 2.0891 -0.9605
*
```

Results of the Löwdin charge analysis, in e, for atoms 1 through 2: atom 1 (N): 0.0365, atom 2 (C): -0.1365


The computed energies, referenced to the most stable structure and given in kJ/mol, are A) 0.0; B) 62.8.


A) ORCA calculation (the ωB97M-V functional and the def2-TZVPD basis) on 2 unconnected molecules or ions with the total composition C3H8N2O.

Values from the calculation:
HOMO (eV): -9.8135
HOMO-LUMO gap (Eh): 0.3861
SMILES string: C/N=C\N.C=O
Lowest unoccupied orbital energy (eV): 0.7

Structure (ORCA input):
```
! RIJCOSX wB97M-V def2-TZVPD def2/J DEFGRID3
* xyz 0 1
C 1.0987 -0.8744 -1.5693
N 0.6337 1.8537 -0.7821
C -0.4048 0.9672 -1.2491
N -0.2355 -0.2902 -1.6149
H 1.3597 -1.2198 -2.5771
H 1.0851 -1.7738 -0.8878
H 1.9170 -0.2054 -1.2154
H 0.5222 2.6975 -1.3939
H 0.3255 2.2622 0.1318
H -1.3782 1.4804 -1.2503
O -0.6108 -0.6355 3.9390
C -1.2263 -1.2295 3.0820
H -1.3051 -2.3410 3.1130
H -1.7811 -0.6914 2.2741
*
```

Results of the Löwdin charge analysis, in e, for atoms 1 through 2: atom 1 (C): -0.1709, atom 2 (N): -0.0092


B) ORCA calculation (the ωB97M-V functional and the def2-TZVPD basis) on a single C3H8N2O molecule.

Values from the calculation:
HOMO (eV): -7.6006
HOMO-LUMO gap (Eh): 0.3034
SMILES string: C[C@@H]1[C@H](N)[N@H+]1[O-]
Lowest unoccupied orbital energy (eV): 0.7

Structure (ORCA input):
```
! RIJCOSX wB97M-V def2-TZVPD def2/J DEFGRID3
* xyz 0 1
C 0.4122 -0.7312 0.0746
C 0.8097 0.4964 -0.7123
C -0.4417 -0.6858 1.3469
N -0.3479 -0.5035 -1.2053
N 0.5393 1.7861 -0.2413
O -0.0900 -1.0408 -2.3217
H 1.0068 -1.6728 0.1055
H 1.6141 0.5255 -1.4207
H -0.7527 -1.6990 1.8307
H -1.4461 -0.2161 1.3095
H 0.1496 -0.2043 2.1825
H 0.0531 1.6843 0.7081
H -1.4254 -0.1408 -0.9305
H -0.0809 2.4020 -0.7260
*
```

Results of the Löwdin charge analysis, in e, for atoms 1 through 2: atom 1 (C): -0.2246, atom 2 (C): -0.2347


C) ORCA calculation (the ωB97M-V functional and the def2-TZVPD basis) on a single C3H8N2O molecule.

Values from the calculation:
HOMO (eV): -8.8429
HOMO-LUMO gap (Eh): 0.3609
SMILES string: CN[C@@]1(C)NO1
Lowest unoccupied orbital energy (eV): 1.0

Structure (ORCA input):
```
! RIJCOSX wB97M-V def2-TZVPD def2/J DEFGRID3
* xyz 0 1
C -1.7066 0.8697 0.0029
C 1.9379 -0.2444 -0.1581
N -0.0562 -1.5939 0.4376
N -0.2702 0.7742 0.1438
C 0.4366 -0.4250 -0.2012
O -0.0902 -1.2401 -1.1477
H -1.0579 -1.5288 0.6333
H 0.1437 1.3042 0.8978
H -1.9685 1.9004 -0.2379
H -2.2464 0.5725 0.9111
H -2.0179 0.2364 -0.8274
H 2.2283 0.4969 -0.8986
H 2.4100 -1.1955 -0.3890
H 2.2575 0.0735 0.8333
*
```

Results of the Löwdin charge analysis, in e, for atoms 1 through 2: atom 1 (C): -0.1166, atom 2 (C): 0.0037


The computed energies, referenced to the most stable structure and given in kJ/mol, are A) 0.0; B) 238.6; C) 59.6.


A) ORCA calculation (the ωB97M-V functional and the def2-TZVPD basis) on 2 unconnected molecules or ions with the total composition C3H8N2O.

Values from the calculation:
HOMO (eV): -8.9887
HOMO-LUMO gap (Eh): 0.3645
Lowest unoccupied orbital energy (eV): 0.9

Structure (ORCA input):
```
! RIJCOSX wB97M-V def2-TZVPD def2/J DEFGRID3
* xyz 0 1
C 0.6044 -0.2182 -0.5926
C 1.9180 -0.4375 0.1533
N -0.3143 0.5995 0.1893
C -2.7405 -0.0922 -0.5600
O 0.1490 1.9587 0.1712
N -3.1611 -0.8932 0.1828
H 0.3208 2.1669 1.0982
H -3.0831 -1.3221 1.0928
H -1.3226 0.6542 -0.4170
H 0.8081 0.2283 -1.5762
H 0.0925 -1.1726 -0.7446
H 2.5546 -1.1221 -0.4047
H 2.4465 0.5077 0.2679
H 1.7277 -0.8576 1.1397
*
```

Results of the Löwdin charge analysis, in e, for atoms 1 through 2: atom 1 (C): -0.3126, atom 2 (C): -0.1048


B) ORCA calculation (the ωB97M-V functional and the def2-TZVPD basis) on 2 unconnected molecules or ions with the total composition C3H8N2O.

Values from the calculation:
HOMO (eV): -9.1778
HOMO-LUMO gap (Eh): 0.3568
SMILES string: [H]/N=C/N.CC=O
Lowest unoccupied orbital energy (eV): 0.5

Structure (ORCA input):
```
! RIJCOSX wB97M-V def2-TZVPD def2/J DEFGRID3
* xyz 0 1
O 2.2204 -2.0120 1.1705
C 2.2650 -1.3512 0.1800
C 3.4260 -0.3254 0.0593
H 1.4343 -1.2595 -0.6267
H 2.9418 0.7473 -0.0819
H 3.7480 -0.2334 1.1496
H 4.2548 -0.3246 -0.7572
N -2.4469 1.0072 0.6954
C -2.8942 0.4736 -0.4113
N -3.9866 0.8401 -1.0553
H -1.4954 0.9961 0.9612
H -3.0037 1.5984 1.3377
H -2.3720 -0.4442 -0.6900
H -4.0916 0.2876 -1.9313
*
```

Results of the Löwdin charge analysis, in e, for atoms 1 through 2: atom 1 (O): 0.0359, atom 2 (C): -0.3438


C) ORCA calculation (the ωB97M-V functional and the def2-TZVPD basis) on a single C3H8N2O molecule.

Values from the calculation:
HOMO (eV): -8.8270
HOMO-LUMO gap (Eh): 0.3572
SMILES string: C/N=C(/C)NO
Lowest unoccupied orbital energy (eV): 0.9

Structure (ORCA input):
```
! RIJCOSX wB97M-V def2-TZVPD def2/J DEFGRID3
* xyz 0 1
C 0.8593 1.5950 -0.5746
C 0.1280 -0.6335 -0.0988
C 0.5348 -2.0918 -0.1066
H -0.1976 1.8245 -0.6360
H 1.4789 2.0886 0.4180
H 1.3044 1.9495 -1.6769
H 0.5859 -2.7150 0.9214
H -0.1977 -2.5002 -0.9232
H 1.3841 -2.1570 -0.7343
H -1.5469 -0.8575 1.0108
H -1.3322 1.7715 0.4970
N 0.9853 0.1950 -0.4921
N -1.1653 -0.2179 0.2355
O -1.1689 0.9422 0.9500
*
```

Results of the Löwdin charge analysis, in e, for atoms 1 through 2: atom 1 (C): -0.1710, atom 2 (C): -0.4565


D) ORCA calculation (the ωB97M-V functional and the def2-TZVPD basis) on a single C3H8N2O molecule.

Values from the calculation:
HOMO (eV): -6.8985
HOMO-LUMO gap (Eh): 0.2784
Lowest unoccupied orbital energy (eV): 0.7

Structure (ORCA input):
```
! RIJCOSX wB97M-V def2-TZVPD def2/J DEFGRID3
* xyz 0 1
C -0.5282 -0.2803 1.5236
N 0.0083 0.4659 0.3156
C 1.4849 0.6371 0.4106
C -0.3274 0.1157 -1.1366
O 0.1918 0.7267 -2.0414
N -1.2454 -0.8501 -1.2181
H -1.6058 -0.4027 1.3434
H -0.0344 -1.2603 1.5371
H -0.3971 1.3930 0.4425
H 1.8427 1.2771 -0.3965
H 1.6890 1.0515 1.3959
H 1.9400 -0.3526 0.3289
H -1.5218 -1.1709 -2.1323
H -1.4968 -1.3500 -0.3728
*
```

Results of the Löwdin charge analysis, in e, for atoms 1 through 2: atom 1 (C): -0.1497, atom 2 (N): -0.2001


The computed energies, referenced to the most stable structure and given in kJ/mol, are A) 196.7; B) 0.0; C) 237.2; D) 64.0.